1.
DFT (ωB97M-V/def2-TZVPD) results for a molecular structure, C41H43F4N6O6PS2Si2Zr at a distorted geometry.

Last column: Mulliken charge in e.
Positions of all 106 atoms, in Å:
Zr -0.702 1.270 0.049  -1.756
N -1.492 1.496 -3.289  1.105
P -0.230 0.420 -2.791  0.793
C 0.865 0.584 -4.265  1.624
C 0.580 1.213 -5.470  -0.773
C 1.471 1.140 -6.528  -0.743
C 2.653 0.433 -6.403  -0.644
C 2.966 -0.167 -5.194  -0.723
C 2.088 -0.074 -4.130  -0.813
C -1.053 -1.148 -3.319  0.483
C -0.277 -2.273 -3.569  -0.630
C -0.874 -3.494 -3.829  -0.972
C -2.255 -3.598 -3.860  -0.493
C -3.031 -2.472 -3.649  -1.034
C -2.439 -1.257 -3.357  0.013
C -2.438 2.139 -2.561  0.023
C -3.349 2.982 -3.235  -1.574
C -4.356 3.598 -2.536  -0.614
C -4.437 3.370 -1.162  -1.012
C -3.499 2.563 -0.563  -0.145
N -2.507 1.940 -1.233  1.041
H -1.543 1.695 -4.281  0.138
H -0.331 1.773 -5.627  0.311
H 1.233 1.634 -7.459  0.429
H 3.329 0.350 -7.240  0.398
H 3.893 -0.705 -5.077  0.467
H 2.343 -0.522 -3.177  0.268
H 0.800 -2.190 -3.566  0.330
H -0.268 -4.371 -4.005  0.511
H -2.725 -4.555 -4.041  0.410
H -4.106 -2.549 -3.701  0.441
H -3.064 -0.398 -3.156  0.385
H -3.248 3.112 -4.300  0.560
H -5.070 4.236 -3.034  0.475
H -5.229 3.807 -0.578  0.542
H -3.553 2.402 0.510  0.186
C 0.909 2.138 4.485  -1.219
Si 0.471 2.871 2.759  0.932
C 0.083 4.749 2.856  -1.287
C 2.120 2.628 1.820  -0.942
N -0.853 1.951 2.072  1.012
C -2.018 1.811 2.758  1.718
C -2.367 2.460 3.965  -0.776
C -3.549 2.209 4.625  -1.177
C -4.479 1.302 4.139  -0.652
C -4.208 0.657 2.946  -1.204
C -3.021 0.935 2.308  -0.293
F -2.793 0.316 1.058  0.081
H 1.752 2.658 4.926  0.434
H 1.199 1.096 4.381  0.199
H 0.096 2.175 5.198  0.414
H 0.959 5.304 3.177  0.425
H -0.734 5.007 3.524  0.402
H -0.177 5.105 1.863  0.207
H 2.615 3.591 1.762  0.565
H 1.991 2.270 0.803  0.013
H 2.801 1.955 2.333  0.366
H -1.678 3.174 4.373  0.350
H -3.747 2.734 5.545  0.435
H -5.395 1.111 4.672  0.445
H -4.893 -0.053 2.510  0.522
F -0.422 3.958 -3.245  -0.076
C -0.047 4.762 -2.243  0.411
F -1.028 5.643 -2.051  -0.248
F 1.032 5.420 -2.638  -0.241
S 0.294 3.816 -0.642  1.051
O 1.274 4.633 -0.035  -0.522
O 0.688 2.463 -1.069  -0.790
O -1.005 3.675 -0.015  -0.497
C -0.163 -4.838 -0.539  -1.115
Si -1.427 -3.752 0.380  -0.173
C -3.218 -4.355 0.111  -1.069
C -1.051 -3.826 2.253  -0.965
C -1.292 -1.990 -0.175  -0.263
C -1.160 -0.811 -0.463  2.178
H 0.182 -5.666 0.072  0.471
H 0.711 -4.261 -0.819  0.350
H -0.582 -5.257 -1.446  0.304
H -3.312 -5.430 0.238  0.373
H -3.564 -4.104 -0.888  0.260
H -3.891 -3.882 0.821  0.311
H -1.326 -4.790 2.673  0.487
H -1.596 -3.063 2.801  0.288
H 0.008 -3.680 2.436  0.180
O 8.576 -3.147 2.525  -0.671
S 7.423 -3.276 1.663  1.172
O 7.205 -2.172 0.749  -0.657
O 7.182 -4.597 1.104  -0.678
C 5.961 -3.176 2.794  0.057
N 6.003 -3.657 4.022  -0.494
C 4.873 -3.606 4.713  -0.446
C 3.762 -2.904 4.265  -0.569
C 3.828 -2.414 2.954  0.334
N 4.913 -2.659 2.210  -0.272
C 2.787 -1.650 2.279  1.269
C 1.493 -1.450 2.783  -0.964
C 0.608 -0.663 2.081  -1.402
N 0.909 -0.055 0.917  2.282
C 2.123 -0.320 0.388  -1.155
C 3.071 -1.089 1.021  -1.570
H 4.884 -4.087 5.684  0.416
H 2.918 -2.730 4.914  0.455
H 1.185 -1.887 3.721  0.533
H -0.405 -0.515 2.448  0.309
H 2.321 0.131 -0.584  0.518
H 4.047 -1.283 0.599  0.848

Max |F| ... 3.637 eV Å⁻¹
HOMO energy ... -7.139 eV
Total energy ... -4531.48231 Eh
Energy above the lowest of the compared OMol25 structures with the same formula, charge and spin ... 249.0 kJ/mol

---

2.
DFT (ωB97M-V/def2-TZVPD) results for a molecular structure, C21H32Br2GaN4SSi2 at a distorted geometry.

Last column: Mulliken charge in e.
Positions of all 63 atoms, in Å:
Ga 0.225 -0.573 0.074  0.063
S 2.028 0.779 -0.301  -0.516
C 2.103 1.155 1.483  0.292
N 3.213 1.547 2.044  -0.407
N 4.302 1.671 1.380  0.322
C 5.530 1.924 1.961  0.626
C 6.664 1.865 1.147  -0.402
C 7.912 2.077 1.694  -0.639
C 8.043 2.356 3.047  -0.479
C 6.917 2.412 3.858  -0.561
C 5.660 2.195 3.326  -0.288
N 1.081 1.000 2.298  -0.431
N -0.016 0.503 1.851  0.816
C -1.062 0.301 2.740  0.247
C -2.301 -0.035 2.188  0.136
C -3.389 -0.260 3.002  -1.096
C -3.249 -0.164 4.379  -0.511
C -2.019 0.163 4.933  -0.706
C -0.922 0.400 4.128  -0.396
H 4.293 1.510 0.363  0.205
H 6.559 1.642 0.094  0.346
H 8.789 2.025 1.068  0.374
H 9.022 2.522 3.470  0.389
H 7.024 2.628 4.910  0.379
H 4.776 2.236 3.943  0.415
H -2.396 -0.111 1.110  0.407
H -4.345 -0.512 2.568  0.432
H -4.100 -0.347 5.014  0.431
H -1.914 0.229 6.004  0.421
H 0.043 0.647 4.543  0.502
Br -1.686 1.576 -1.294  0.012
C -2.111 3.086 -0.134  -0.509
Br -0.538 3.763 0.761  -0.059
H -2.821 2.738 0.615  0.303
H -2.532 3.868 -0.765  0.404
C 0.291 -4.237 2.772  -1.143
Si 1.065 -3.496 1.195  0.229
C 1.916 -4.810 0.112  -1.135
C 2.444 -2.268 1.698  -1.151
C -0.379 -2.524 0.332  0.316
Si -1.369 -3.244 -1.168  0.174
C -1.752 -1.778 -2.333  -1.073
C -0.501 -4.582 -2.199  -1.101
C -2.958 -3.974 -0.411  -1.147
H 1.031 -4.792 3.339  0.389
H -0.517 -4.922 2.534  0.358
H -0.112 -3.466 3.426  0.335
H 2.832 -5.140 0.596  0.398
H 2.186 -4.430 -0.869  0.330
H 1.296 -5.689 -0.027  0.329
H 3.260 -2.760 2.215  0.570
H 2.070 -1.490 2.364  0.289
H 2.869 -1.792 0.814  0.284
H -1.120 -2.377 1.125  0.071
H -0.857 -1.169 -2.500  0.270
H -2.525 -1.134 -1.921  0.302
H -2.100 -2.110 -3.306  0.438
H 0.468 -4.276 -2.580  0.329
H -1.123 -4.820 -3.057  0.403
H -0.370 -5.500 -1.638  0.335
H -3.582 -3.228 0.074  0.338
H -2.717 -4.732 0.329  0.347
H -3.559 -4.451 -1.178  0.389

Max |F| ... 2.414 eV Å⁻¹
HOMO energy ... -10.594 eV
Total energy ... -9088.24623 Eh
Energy above the lowest of the compared OMol25 structures with the same formula, charge and spin ... 95.9 kJ/mol
Total charge ... +1

---

3.
DFT (ωB97M-V/def2-TZVPD) results for 2 unconnected molecules or ions with the total composition C4H6NO3 at a distorted geometry.

Last column: Mulliken charge in e.
Positions of all 14 atoms, in Å:
O 2.202 -0.249 -1.846  -0.552
C 1.734 -0.372 -0.603  0.091
C 0.867 0.876 -0.034  0.283
C 0.249 -0.647 -0.046  -0.736
C -2.635 -0.452 0.115  0.105
O -2.963 -1.396 0.872  -0.684
O -2.914 -0.350 -1.120  -0.688
N 1.151 1.424 1.222  -0.646
H 2.483 -0.807 0.203  0.287
H -2.264 0.492 0.566  0.315
H 0.020 -1.014 0.939  0.396
H -0.452 -0.862 -0.838  0.284
H 0.499 1.585 -0.821  0.346
H 2.023 1.770 1.391  0.200

Max |F| ... 6.938 eV Å⁻¹
HOMO energy ... -4.223 eV
Total energy ... -436.32544 Eh
Energy above the lowest of the compared OMol25 structures with the same formula, charge and spin ... 718.7 kJ/mol
Total charge ... -1

---

4.
DFT (ωB97M-V/def2-TZVPD) results for a molecular structure, C2H5PS at a distorted geometry.

Last column: Mulliken charge in e.
Positions of all 9 atoms, in Å:
C -1.402 -0.404 0.630  -0.040
C -1.007 0.843 0.604  -0.398
P 1.381 -0.609 -0.803  -0.096
S 1.121 1.416 -0.062  -0.189
H -2.452 -0.704 1.064  0.219
H -0.621 -1.129 0.198  -0.010
H -1.552 1.698 0.747  0.351
H 1.844 -0.543 -2.168  0.084
H 2.688 -0.569 -0.210  0.079

Max |F| ... 3.983 eV Å⁻¹
HOMO energy ... -9.072 eV
Total energy ... -818.63063 Eh
Energy above the lowest of the compared OMol25 structures with the same formula, charge and spin ... 176.6 kJ/mol